[1]
{
  "formula": "C12H20N3O4",
  "method": "ωB97M-V with the def2-TZVPD basis set",
  "e_above_lowest_ev": 0.699,
  "homo_lumo_gap_ev": 8.05,
  "homo_ev": -12.40,
  "e_lumo_ha": -0.160,
  "total_charge": 1,
  "symbols": ["C", "C", "C", "C", "C", "C", "C", "O", "O", "O", "C", "C", "N", "N", "H", "H", "H", "H", "H", "H", "H", "H", "H", "H", "H", "H", "H", "C", "O", "N", "C", "C", "H", "H", "H", "H", "H", "H", "H"],
  "xyz": [[2.27443, -1.38644, 2.60305], [2.10472, -1.63169, 1.05239], [0.66727, -2.10279, 0.60986], [-0.51481, -1.27275, 1.19001], [-1.68405, -2.03966, 1.68720], [-2.88641, -1.37167, 2.23190], [-4.08343, -2.24879, 2.68856], [-4.49522, -2.34595, 3.79395], [-4.74467, -2.96089, 1.64356], [-5.82559, -2.22310, 1.20525], [-2.84557, 0.10146, 2.29676], [-1.67446, 0.78976, 1.79239], [-0.58487, 0.09737, 1.25246], [0.46855, 0.87792, 0.75946], [3.34405, -1.64815, 2.85390], [2.19661, -0.27844, 2.78036], [1.59423, -1.99010, 3.25348], [2.39069, -0.70662, 0.47498], [2.83672, -2.41897, 0.70194], [0.54076, -3.15484, 1.00436], [0.56656, -2.20510, -0.51097], [-1.72398, -3.15729, 1.65751], [-5.90548, -2.31438, 0.23217], [-3.72246, 0.65254, 2.72509], [-1.68849, 1.90756, 1.85593], [0.18549, 1.44222, -0.06893], [0.74040, 1.48389, 1.53926], [0.83409, 2.67741, -2.54682], [0.74903, 1.97585, -1.54238], [1.75961, 2.53783, -3.50723], [1.79877, 3.40699, -4.66979], [2.75368, 1.48469, -3.38090], [0.13144, 3.50184, -2.73852], [1.68371, 2.80288, -5.57154], [2.75984, 3.92358, -4.69738], [0.99823, 4.14481, -4.63015], [2.24949, 0.51791, -3.32901], [3.31999, 1.63270, -2.45959], [3.43112, 1.49842, -4.23257]]
}



[2]
{
  "formula": "C17H17Br51",
  "method": "ωB97M-V with the def2-TZVPD basis set",
  "e_above_lowest_ev": 1.009,
  "homo_lumo_gap_ev": 9.39,
  "homo_ev": -9.88,
  "e_lumo_ha": -0.018,
  "symbols": ["C", "Br", "Br", "Br", "H", "C", "Br", "Br", "Br", "H", "C", "Br", "Br", "Br", "H", "C", "Br", "Br", "Br", "H", "C", "Br", "Br", "Br", "H", "C", "Br", "Br", "Br", "H", "C", "Br", "Br", "Br", "H", "C", "Br", "Br", "Br", "H", "C", "Br", "Br", "Br", "H", "C", "Br", "Br", "Br", "H", "C", "Br", "Br", "Br", "H", "C", "Br", "Br", "Br", "H", "C", "Br", "Br", "Br", "H", "C", "Br", "Br", "Br", "H", "C", "Br", "Br", "Br", "H", "C", "Br", "Br", "Br", "H", "C", "Br", "Br", "Br", "H"],
  "xyz": [[0.07039, -0.35338, 6.49655], [-0.65764, 1.42266, 6.58604], [1.95940, -0.20476, 5.99639], [-0.84804, -1.53830, 5.09783], [-0.05932, -0.76541, 7.51738], [3.62585, -1.14171, -2.33611], [1.96693, -0.44028, -1.51815], [5.10454, 0.00133, -1.87727], [3.40727, -1.51932, -4.21343], [3.92549, -2.05342, -1.78090], [-4.51978, 0.93118, 5.01134], [-5.84519, -0.17848, 4.08661], [-5.33531, 2.43922, 5.85786], [-3.27146, 1.78063, 3.72548], [-4.05431, 0.41037, 5.85763], [5.26693, -4.81996, -0.19779], [6.91749, -3.90776, -0.71383], [4.02020, -3.58590, 0.63122], [5.66198, -6.29067, 0.95840], [4.84844, -5.16434, -1.12869], [-0.35021, -3.95295, -6.61060], [-0.88461, -5.84215, -7.06070], [1.57837, -3.91786, -6.53162], [-1.17290, -3.27378, -5.05408], [-0.62365, -3.22242, -7.33672], [0.43622, -5.35800, -2.16871], [0.71754, -3.48019, -1.95688], [-0.55844, -6.32031, -0.89642], [2.21691, -6.04639, -2.38406], [-0.06742, -5.49630, -3.12716], [6.57755, 0.98080, 1.76377], [4.71672, 1.30508, 2.00708], [7.05460, -0.48957, 2.83290], [7.81000, 2.45204, 1.99137], [6.58644, 0.63069, 0.68298], [-3.26359, 4.49326, -3.97099], [-3.30046, 3.09935, -2.73861], [-3.32509, 3.84187, -5.77060], [-1.60825, 5.59786, -3.75694], [-4.06191, 5.21394, -3.87148], [-1.78432, 6.69709, 1.79754], [-0.90719, 8.47117, 1.86229], [-0.54358, 5.36391, 2.48497], [-2.38565, 6.42064, -0.01401], [-2.66337, 6.69176, 2.49054], [3.68672, 3.90842, 4.73801], [1.91087, 4.29486, 5.28704], [4.86219, 3.88349, 6.32610], [4.25821, 5.29415, 3.54114], [3.87407, 2.94872, 4.28287], [-3.15330, -4.26366, 0.97596], [-3.56000, -6.11621, 1.42897], [-3.67622, -3.00156, 2.32431], [-3.79471, -3.70030, -0.69377], [-2.07829, -4.16182, 0.90286], [-5.71363, 2.74274, -0.09471], [-4.89130, 1.12082, -0.20280], [-5.35136, 3.55587, 1.62307], [-7.57807, 2.76028, -0.45807], [-5.20172, 3.33952, -0.83764], [-0.03784, 1.55216, -6.42723], [-1.49192, 0.27822, -6.74103], [1.47711, 0.81808, -7.30715], [0.22185, 1.86146, -4.52258], [-0.30915, 2.48665, -6.80464], [-4.37178, -1.26163, -3.61808], [-2.46987, -0.74501, -3.20547], [-4.78946, -3.13556, -3.86399], [-5.02098, -0.23226, -5.09715], [-4.91132, -0.99044, -2.69423], [0.97053, 4.34425, -0.80857], [-0.17941, 2.75014, -0.67427], [1.55194, 4.61221, -2.63330], [2.52795, 4.17115, 0.37098], [0.39368, 5.12703, -0.46227], [0.62552, 0.36444, 1.69281], [-1.21009, -0.07648, 1.05483], [1.70560, -1.04875, 2.29724], [0.66152, 1.89284, 2.96850], [1.08641, 0.75565, 0.77699], [1.44305, -5.10647, 3.64567], [2.45543, -3.70278, 4.58119], [2.46578, -6.60522, 3.21581], [0.62377, -4.30972, 2.05207], [0.61061, -5.28655, 4.34013]]
}



[3]
{
  "formula": "C7H17NO",
  "method": "ωB97M-V with the def2-TZVPD basis set",
  "e_above_lowest_ev": 3.791,
  "homo_lumo_gap_ev": 7.72,
  "homo_ev": -6.86,
  "e_lumo_ha": 0.032,
  "symbols": ["C", "C", "N", "H", "H", "H", "H", "H", "H", "H", "C", "C", "C", "C", "C", "O", "H", "H", "H", "H", "H", "H", "H", "H", "H", "H"],
  "xyz": [[0.27686, 1.15459, -1.65253], [1.23708, 1.66064, -0.69635], [0.72410, 0.17176, -2.60121], [0.16918, 0.11090, -3.44527], [1.68556, 0.26755, -2.91135], [-0.45240, 1.87638, -2.02439], [-0.45204, 0.35986, -0.76022], [1.03030, 2.65619, -0.31093], [2.28724, 1.53968, -0.96116], [1.05885, 0.96420, 0.30985], [1.37873, -0.89731, 1.75177], [-0.64171, -1.84719, -0.18995], [-2.19334, -0.01544, 0.64376], [0.23365, -0.02553, 1.31431], [-0.75347, -0.44301, 0.38446], [-0.10291, 0.84557, 2.35547], [-0.92836, 1.29598, 2.15045], [1.02790, -1.73498, 2.36351], [2.07439, -0.30839, 2.34951], [1.91428, -1.30239, 0.89461], [-0.95328, -2.60259, 0.53427], [0.37091, -2.07554, -0.51557], [-1.27506, -1.93535, -1.07980], [-2.29519, 1.07204, 0.71157], [-2.58837, -0.45289, 1.56489], [-2.83290, -0.33471, -0.17970]]
}



[4]
{
  "formula": "C32H26CrO8",
  "method": "ωB97M-V with the def2-TZVPD basis set",
  "e_above_lowest_ev": 0.800,
  "homo_lumo_gap_ev": [6.83, 5.53],
  "homo_ev": [-10.13, -11.25],
  "e_lumo_ha": [-0.121, -0.210],
  "spin_multiplicity": 4,
  "s2": 3.8296,
  "total_charge": 1,
  "symbols": ["C", "C", "O", "C", "C", "C", "C", "C", "C", "C", "C", "C", "O", "C", "O", "O", "C", "C", "O", "H", "H", "H", "H", "H", "H", "H", "H", "H", "H", "H", "H", "H", "H", "H", "O", "C", "Cr", "C", "O", "C", "O", "C", "C", "C", "C", "C", "C", "C", "C", "C", "C", "C", "C", "C", "C", "C", "H", "H", "H", "H", "H", "H", "H", "H", "H", "H", "H"],
  "xyz": [[-0.50868, -3.62445, 0.18582], [-1.25719, -3.09508, 1.37203], [-0.39118, -2.11303, 2.02787], [-0.91348, -0.90466, 2.25852], [0.08675, 0.11086, 2.63136], [1.39243, 0.18344, 2.07146], [2.30072, 1.28000, 2.58150], [2.69591, 1.34067, 3.91954], [3.61764, 2.31033, 4.33023], [4.11259, 3.24100, 3.40565], [3.71250, 3.17760, 2.06404], [2.83063, 2.17813, 1.64993], [1.77496, -0.57224, 1.16555], [-0.44307, 1.03912, 3.64329], [-0.26661, 2.25352, 3.63740], [-1.20713, 0.40753, 4.56325], [-1.56621, 1.20147, 5.72198], [-2.68877, 0.48808, 6.42276], [-2.09946, -0.61558, 2.13175], [-1.10312, -4.39210, -0.31385], [-0.30365, -2.82552, -0.53638], [0.44333, -4.06573, 0.49943], [-2.19364, -2.60808, 1.07921], [-1.44282, -3.87262, 2.12034], [2.29298, 0.61217, 4.62724], [3.93710, 2.33694, 5.37476], [4.81430, 4.01228, 3.72978], [4.09153, 3.89174, 1.33023], [2.52771, 2.08486, 0.60410], [-0.68513, 1.28026, 6.37529], [-1.87530, 2.20146, 5.39602], [-3.01050, 1.07041, 7.28812], [-3.54749, 0.36475, 5.75715], [-2.37823, -0.49939, 6.77394], [-0.30056, -0.42385, -7.85612], [0.28996, -0.74974, -6.90657], [1.36150, -0.93957, -5.33891], [0.50729, 0.66201, -4.81653], [-0.01636, 1.69415, -4.67545], [2.50670, 0.21154, -6.34891], [3.01906, 1.00667, -7.02799], [2.29706, -2.88780, -5.51647], [0.92259, -3.03584, -5.28777], [0.31758, -2.38703, -4.20020], [1.09216, -1.69942, -3.22824], [0.46135, -1.08405, -2.08448], [-0.08224, -0.36556, -1.23784], [-0.68212, 0.49156, -0.35739], [-2.03886, 0.92326, -0.55445], [-2.63047, 1.87938, 0.31173], [-3.91132, 2.35981, 0.07462], [-4.65954, 1.87714, -1.01230], [-4.11054, 0.90447, -1.85767], [-2.81688, 0.43231, -1.63520], [2.44017, -1.42902, -3.57584], [3.05207, -2.06879, -4.66496], [2.76744, -3.37156, -6.37578], [0.30558, -3.62080, -5.97194], [-0.76621, -2.43442, -4.05731], [-0.09851, 1.02914, 0.38547], [-2.04644, 2.22461, 1.16741], [-4.33273, 3.11041, 0.74381], [-5.66753, 2.25430, -1.19087], [-4.68605, 0.50842, -2.69589], [-2.36404, -0.31579, -2.28996], [3.00875, -0.73813, -2.94654], [4.11170, -1.89595, -4.86074]]
}



Number 3 is which compound? C7H17NO